{"formula": "C40H108N6O19", "method": "ωB97M-V with the def2-TZVPD basis set", "elements": ["C", "C", "C", "O", "C", "N", "H", "H", "H", "H", "H", "H", "H", "H", "H", "H", "H", "C", "C", "C", "O", "C", "N", "H", "H", "H", "H", "H", "H", "H", "H", "H", "H", "H", "C", "C", "C", "O", "C", "N", "H", "H", "H", "H", "H", "H", "H", "H", "H", "H", "H", "C", "C", "O", "O", "H", "H", "H", "H", "H", "H", "C", "C", "O", "O", "H", "H", "H", "H", "H", "H", "C", "C", "O", "O", "H", "H", "H", "H", "H", "H", "C", "C", "O", "O", "H", "H", "H", "H", "H", "H", "C", "C", "O", "O", "H", "H", "H", "H", "H", "H", "C", "O", "C", "C", "N", "C", "C", "O", "C", "H", "H", "H", "H", "H", "H", "H", "H", "H", "H", "H", "H", "H", "H", "H", "C", "O", "C", "C", "N", "C", "C", "O", "C", "H", "H", "H", "H", "H", "H", "H", "H", "H", "H", "H", "H", "H", "H", "H", "C", "O", "C", "C", "N", "C", "C", "O", "C", "H", "H", "H", "H", "H", "H", "H", "H", "H", "H", "H", "H", "H", "H", "H"], "coordinates": [[-1.450701, -0.230023, -0.686471], [-1.633997, 0.649623, 0.590091], [-0.323405, 1.227284, 1.103384], [0.539575, 0.122824, 1.541807], [1.589418, 0.498721, 2.380492], [-2.530001, 1.703353, 0.223691], [-0.705455, -0.997150, -0.476223], [-1.049662, 0.347888, -1.519100], [-2.378218, -0.722043, -0.979256], [-2.093853, -0.006801, 1.328832], [-0.646733, 1.825256, 1.955427], [0.192294, 1.918866, 0.437150], [2.179228, 1.367711, 2.088794], [2.296971, -0.327054, 2.455117], [1.322924, 0.574799, 3.434666], [-3.370127, 1.186711, 0.006039], [-2.825947, 2.241165, 1.025739], [-3.686333, -6.585629, 3.270040], [-4.610653, -5.560272, 2.686944], [-3.928010, -4.524524, 1.745658], [-4.825596, -3.439034, 1.308368], [-4.084917, -2.456677, 0.627853], [-5.744751, -6.241759, 2.003069], [-3.237789, -7.163931, 2.462287], [-4.264968, -7.181776, 3.975654], [-2.938429, -6.178763, 3.950614], [-4.944671, -4.961191, 3.534074], [-3.594510, -5.063538, 0.858898], [-3.080188, -4.114530, 2.294487], [-4.747312, -1.745585, 0.134211], [-3.571715, -2.885137, -0.233038], [-3.475452, -1.963846, 1.385334], [-5.354440, -6.853399, 1.300459], [-6.180814, -5.490256, 1.488096], [-0.517952, 2.567788, -4.365698], [-0.142508, 1.476292, -5.338125], [-0.733043, 0.094283, -4.883934], [-0.136535, -0.413447, -3.672770], [-0.592942, -1.688341, -3.291419], [-0.593558, 1.818171, -6.666134], [-1.599155, 2.512253, -4.239137], [-0.228892, 3.576175, -4.661825], [0.033379, 2.309429, -3.461612], [0.913467, 1.282761, -5.526669], [-0.621939, -0.629436, -5.691402], [-1.800856, 0.260629, -4.741816], [-1.642402, -1.616256, -3.005877], [0.008104, -2.151244, -2.508749], [-0.472002, -2.303263, -4.183240], [-0.105595, 1.354854, -7.419349], [-1.559906, 1.587055, -6.847387], [2.783623, 3.912487, -1.764981], [1.223203, 3.916399, -1.511911], [0.894819, 4.651253, -0.402106], [3.499157, 3.332579, -0.709474], [3.160978, 4.894554, -2.050016], [2.984319, 3.376957, -2.692890], [1.018563, 2.851344, -1.402961], [0.701266, 4.348519, -2.365700], [-0.025270, 4.507159, -0.169165], [3.336278, 3.866621, 0.071471], [3.899571, 3.751686, 2.826320], [4.981037, 2.811814, 2.377260], [4.555070, 1.842638, 1.418358], [3.462217, 4.695170, 1.815781], [4.400062, 4.323417, 3.607819], [2.996070, 3.319815, 3.256752], [5.365899, 2.223567, 3.210291], [5.875149, 3.230466, 1.915292], [4.416699, 2.336417, 0.606798], [2.766097, 5.281646, 2.120850], [-3.091650, 4.830077, 1.972614], [-3.077471, 5.229366, 0.472955], [-1.996937, 4.492704, -0.201474], [-3.399108, 3.510074, 2.241742], [-3.875168, 5.394078, 2.478689], [-2.113952, 5.015515, 2.417380], [-2.745939, 6.267443, 0.448915], [-4.041181, 5.082386, -0.014653], [-2.029211, 3.547403, -0.037254], [-3.561010, 3.411020, 3.182787], [1.415108, -3.802651, 0.524911], [0.156731, -3.395687, 1.350812], [-0.042559, -4.230359, 2.432717], [1.354175, -5.089997, 0.028402], [2.316646, -3.569341, 1.091388], [1.317825, -3.022316, -0.229872], [-0.751309, -3.454686, 0.750754], [0.279943, -2.453931, 1.885633], [0.011852, -5.128187, 2.097249], [2.173877, -5.198789, -0.459309], [-7.099306, 2.466978, 0.472931], [-5.918805, 1.475827, 0.319300], [-6.277962, 0.544153, -0.706260], [-7.200866, 3.134349, -0.775922], [-6.897293, 3.169362, 1.281590], [-7.958427, 1.855384, 0.748540], [-5.745463, 0.948258, 1.257236], [-4.991571, 1.995006, 0.076825], [-7.154782, 0.179125, -0.566472], [-7.308426, 2.415212, -1.402713], [-6.181483, -7.179533, -5.177296], [-5.604485, -5.879460, -5.364647], [-4.207615, -5.930246, -5.321377], [-3.411749, -4.573370, -5.307912], [-4.025883, -3.687531, -6.295057], [-3.552437, -2.271934, -6.303425], [-4.289301, -1.402256, -5.284602], [-4.311498, -2.020823, -4.025588], [-4.567848, -1.075956, -2.969334], [-5.863055, -7.709384, -4.279545], [-5.920475, -7.844114, -6.000884], [-7.259326, -7.023998, -5.130804], [-3.866015, -6.486147, -6.194526], [-3.840960, -6.493902, -4.463502], [-2.414747, -4.759515, -5.707200], [-3.407582, -4.181915, -4.290641], [-4.999463, -3.635217, -6.031451], [-3.730028, -1.886214, -7.307301], [-2.478100, -2.230605, -6.124024], [-5.339022, -1.367654, -5.576154], [-3.965818, -0.361549, -5.304018], [-5.437774, -0.429719, -3.086475], [-3.703152, -0.415879, -2.900783], [-4.636137, -1.574084, -2.002218], [5.663631, 0.621902, -1.756646], [4.930466, -0.643719, -1.600687], [3.630551, -0.598751, -1.092183], [2.565786, -0.122840, -2.137512], [2.424334, -0.907428, -3.341808], [3.390158, -0.553699, -4.328926], [3.054154, -1.440677, -5.611942], [3.538760, -0.943692, -6.865901], [4.969833, -1.006856, -6.932820], [5.181439, 1.284711, -2.475162], [6.630638, 0.371562, -2.192917], [5.928597, 1.114193, -0.820941], [3.527640, 0.058392, -0.228661], [3.369544, -1.588178, -0.716664], [2.727573, 0.939322, -2.321174], [1.584512, -0.181859, -1.666635], [1.470524, -0.668857, -3.572948], [4.384824, -0.827480, -3.977082], [3.389530, 0.471985, -4.697807], [1.978743, -1.519000, -5.771455], [3.300165, -2.491007, -5.455816], [5.485305, -0.557494, -6.084028], [5.247985, -0.691299, -7.938388], [5.285225, -2.050230, -6.936464], [8.334774, 5.512474, 10.918230], [7.567574, 4.335788, 11.038743], [6.730879, 4.176876, 9.893086], [6.005400, 2.866151, 9.993807], [5.090454, 2.708445, 8.851349], [4.441252, 1.390413, 8.850667], [3.509312, 1.143814, 7.614975], [4.383871, 0.840987, 6.556293], [3.722614, 0.728003, 5.338472], [8.772276, 5.770758, 11.882580], [7.822422, 6.374279, 10.490561], [9.186230, 5.346701, 10.258198], [7.299856, 4.293464, 8.970718], [5.950781, 4.938009, 9.907876], [5.605367, 2.836288, 11.007306], [6.749174, 2.070105, 9.958957], [5.600480, 2.715175, 7.979600], [3.818403, 1.224572, 9.729672], [5.256587, 0.680916, 8.991866], [2.846444, 1.997564, 7.474179], [2.824695, 0.328343, 7.848242], [4.448760, 0.550608, 4.545162], [3.141766, 1.619886, 5.103387], [3.152666, -0.198883, 5.274131]], "atomic_forces_ev_per_a": [[0.7, 0.3, 1.0], [1.2, -1.4, -1.7], [0.1, -1.2, 1.3], [-1.1, 1.2, -0.9], [0.9, -0.5, 0.8], [-0.8, 0.3, -0.1], [-0.1, -0.2, 0.1], [-0.2, 0.2, 0.0], [-0.1, 0.1, 0.0], [0.3, 0.0, 0.5], [0.4, 0.2, 0.5], [0.1, -0.3, -0.4], [-0.3, 0.1, -0.4], [0.1, -0.2, -0.6], [-0.7, 0.6, 0.2], [-0.3, 0.3, -0.7], [0.1, 0.0, 0.5], [0.2, 0.0, 0.4], [-0.5, 1.2, -0.7], [-0.7, -0.1, 0.3], [0.3, -1.7, 0.7], [-0.5, -0.1, -0.1], [0.5, 0.9, 0.8], [0.2, -0.4, 0.3], [-0.2, -0.5, -0.5], [0.4, 0.4, -0.5], [-0.7, 0.0, 0.0], [0.3, 0.1, -0.3], [0.2, 0.3, -0.2], [-0.4, 0.2, 0.6], [0.8, -0.2, 0.2], [0.6, 0.3, -0.5], [0.1, -0.2, -0.2], [-0.5, 0.0, -0.2], [0.8, -0.6, 0.3], [0.1, -1.4, -0.7], [0.3, 0.5, 0.4], [-0.5, 1.5, -0.3], [-0.5, -0.3, -1.0], [-0.8, 0.1, -1.0], [0.0, 0.2, 0.4], [0.0, -0.2, -0.3], [-0.5, 0.3, 0.5], [0.4, 0.5, 0.9], [0.2, -0.2, -0.1], [-0.3, -0.2, 0.2], [-0.1, -0.3, 0.0], [0.1, 0.5, 0.1], [-0.3, -0.6, 0.0], [0.4, -0.1, 0.2], [-0.4, 0.2, 0.3], [-1.4, 0.5, -0.7], [2.0, -0.5, -1.3], [0.5, 0.6, 1.6], [0.1, -0.3, -0.3], [-0.1, 0.5, 0.6], [-0.2, -0.7, 0.2], [-0.5, -0.2, 0.0], [0.1, -0.3, -0.5], [-0.5, 0.2, -0.1], [-0.2, 0.5, 0.6], [0.0, 1.8, 0.5], [0.0, -1.5, -1.2], [-0.2, -0.1, 0.5], [0.9, -0.8, -0.5], [-0.1, 0.2, 0.4], [0.3, -0.7, 0.0], [-0.3, 0.2, 0.4], [-0.1, 1.1, 0.4], [-0.2, -0.2, -0.6], [-0.1, -0.2, 0.2], [-0.2, 1.7, -0.2], [1.9, -1.7, 0.9], [-0.5, 1.6, 0.2], [-0.6, -2.0, -0.3], [0.2, 0.8, 0.0], [0.1, 0.6, -0.2], [-0.3, 0.0, -0.2], [0.0, 0.0, -0.1], [-0.7, -0.7, -0.2], [0.0, 0.0, 0.0], [-1.5, 3.0, 0.8], [0.9, -0.7, 0.1], [-0.2, -1.7, 1.4], [0.0, -0.6, -0.1], [0.1, -0.3, 0.2], [0.6, -0.1, -0.9], [0.0, 0.5, -0.6], [0.1, 0.6, -1.1], [0.0, -0.3, 0.2], [0.0, -0.4, -0.2], [1.9, -0.6, -0.3], [-1.3, 0.0, 0.8], [0.9, 0.2, -0.5], [-0.7, 0.2, 0.7], [-0.1, 0.2, -0.2], [-0.5, 0.2, -0.1], [0.0, -0.2, 0.2], [-0.4, 0.0, -0.5], [-0.1, 0.0, 0.4], [0.1, 0.0, -0.4], [0.0, 0.6, -0.4], [-0.3, -0.1, 0.8], [1.8, 0.0, -0.5], [-1.4, -0.6, -0.7], [0.0, 1.0, 0.3], [-0.2, -0.8, 0.5], [-1.0, -0.5, -0.8], [0.2, 0.7, 1.4], [0.8, -0.2, -0.2], [0.2, 0.4, 0.4], [-0.1, 0.0, -0.3], [0.1, -0.1, -0.1], [0.1, -0.1, -0.3], [-0.2, -0.2, 0.4], [0.2, -0.3, 0.6], [0.2, 0.2, 0.0], [-0.4, -0.1, -0.3], [0.0, 0.2, 0.0], [0.1, -0.2, 0.0], [-0.3, 0.2, -0.5], [0.5, 0.1, 0.3], [-0.3, -0.3, -0.4], [0.1, 0.3, 0.0], [-0.2, -0.3, -0.4], [-0.3, -1.3, -0.2], [1.6, 1.0, -0.1], [-1.4, 0.8, -0.6], [0.5, -0.6, 1.5], [0.6, 0.3, 1.2], [-0.2, -1.9, -2.5], [-0.3, 0.6, 0.1], [0.9, 0.0, 1.0], [-0.7, -1.1, -0.6], [-0.3, 0.2, 0.3], [-0.1, -0.4, -0.1], [-0.7, 0.0, 0.2], [0.2, 0.3, 0.2], [0.2, -0.3, -0.3], [0.2, 0.4, -0.3], [0.0, 0.1, 0.5], [0.3, -0.2, -1.1], [0.0, 0.2, 0.1], [-0.1, 0.6, 0.2], [-0.3, 0.5, 0.3], [0.7, -0.1, 0.1], [-0.1, 0.6, -0.3], [0.1, 0.7, 0.4], [0.0, -0.4, 0.3], [0.9, -0.1, 0.0], [-0.3, 0.3, -0.5], [-0.3, 0.4, 0.6], [1.0, -0.5, -0.9], [-1.2, 0.0, 0.7], [-0.7, 0.2, 0.1], [1.6, -0.2, 1.8], [-0.2, 0.5, 0.0], [0.4, -0.7, -1.0], [-0.3, 0.0, 0.1], [-0.5, 0.0, 0.2], [0.2, -0.2, -0.3], [0.2, -0.2, -0.2], [0.0, 0.4, -0.1], [-0.9, -0.1, -0.3], [0.3, -0.3, 0.2], [0.4, 0.3, 0.0], [-0.1, 0.6, 0.3], [-0.2, -0.9, -0.7], [0.3, 0.5, -0.4], [0.1, -0.5, -0.1], [0.3, 0.5, 0.1], [-0.3, 0.0, 0.0], [-0.8, 0.1, 0.3]], "lowdin_charge": [-0.04, -0.40, -0.13, -0.18, -0.13, 0.05, 0.06, 0.08, 0.05, 0.13, 0.12, 0.11, 0.07, 0.09, 0.08, 0.06, 0.04, -0.08, -0.44, -0.16, -0.19, -0.13, 0.04, 0.08, 0.08, 0.08, 0.13, 0.12, 0.11, 0.06, 0.08, 0.09, 0.06, 0.06, -0.04, -0.43, -0.15, -0.26, -0.09, 0.04, 0.09, 0.08, 0.06, 0.14, 0.11, 0.10, 0.07, 0.09, 0.09, 0.07, 0.07, -0.21, -0.26, -0.05, -0.08, 0.12, 0.11, 0.09, 0.11, 0.04, 0.04, -0.20, -0.22, -0.09, -0.07, 0.12, 0.11, 0.11, 0.13, 0.03, 0.09, -0.25, -0.14, -0.11, -0.09, 0.12, 0.12, 0.12, 0.12, 0.02, 0.11, -0.27, -0.25, -0.07, -0.03, 0.12, 0.10, 0.11, 0.11, 0.08, 0.10, -0.23, -0.23, -0.08, -0.05, 0.12, 0.11, 0.12, 0.09, 0.09, 0.07, -0.10, -0.19, -0.24, -0.19, -0.05, -0.17, -0.25, -0.20, -0.08, 0.08, 0.08, 0.09, 0.11, 0.11, 0.12, 0.10, 0.09, 0.11, 0.10, 0.12, 0.11, 0.08, 0.07, 0.06, -0.06, -0.19, -0.20, -0.19, -0.05, -0.20, -0.19, -0.20, -0.11, 0.08, 0.08, 0.07, 0.10, 0.11, 0.10, 0.10, 0.03, 0.11, 0.12, 0.10, 0.11, 0.08, 0.09, 0.08, -0.13, -0.18, -0.25, -0.22, -0.06, -0.20, -0.21, -0.18, -0.13, 0.09, 0.08, 0.08, 0.12, 0.12, 0.13, 0.12, 0.10, 0.11, 0.11, 0.12, 0.12, 0.09, 0.08, 0.09], "de_lowest_kcal_mol": 4.3, "energy_ha": -3346.52964, "smiles": "COC[C@H](C)N.COC[C@H](C)N.COC[C@H](C)N.COCCNCCOC.COCCNCCOC.COCCNCCOC.OCCO.OCCO.OCCO.OCCO.OCCO", "homo_energy_ev": -8.185}